# 1
86
Properties=species:S:1:pos:R:3 method="wB97M-V/def2-TZVPD" total_charge=0 multiplicity=1 gap_ev=6.96 total_energy_ev=-339183.529
La 2.04932 -0.97554 -0.33908
C 0.73985 4.32442 -2.23378
C 0.78019 3.22702 -1.13033
C 2.20291 2.96768 -0.79107
C 0.04692 1.98878 -1.62888
P 0.11862 4.00622 0.43327
C 0.47808 2.70827 1.79329
N -0.18102 1.42201 1.97654
B 0.32358 0.09930 1.55940
N -0.62817 -0.85612 2.19747
C -0.75884 -2.25278 2.02032
P 0.16140 -3.14264 0.67243
C -1.02206 -3.04432 -0.82523
C -1.47759 -1.57038 -0.79443
C -2.27670 -3.96526 -0.66592
C -0.22973 -3.33138 -2.10137
C 0.34571 -4.89031 1.31476
C 0.58123 -5.83314 0.16314
C -0.80737 -5.35055 2.27502
C 1.64673 -4.75681 2.09508
C -1.58476 -0.19051 2.92845
C -2.76536 -0.63636 3.50798
C -3.62238 0.33560 3.99102
C -3.37283 1.70522 3.87650
C -2.21946 2.14750 3.26318
C -1.31019 1.20646 2.74981
C -1.75990 4.40032 0.36652
C -1.88348 5.22145 1.71398
C -2.77830 3.34733 0.10126
C -1.91384 5.46262 -0.70616
H 1.31378 3.95043 -3.07756
H 1.17502 5.25708 -1.87372
H -0.23711 4.57480 -2.60177
H 2.80284 2.77321 -1.66917
H 2.35122 2.13602 -0.10538
H 2.67323 3.81448 -0.24235
H 0.54834 1.54601 -2.49321
H -0.86562 2.29797 -2.01258
H -0.04967 1.25141 -0.84722
H 0.29013 3.25020 2.68444
H 1.57040 2.56444 1.71666
H -1.80901 -2.50045 1.88906
H -0.48312 -2.74590 2.98127
H -1.98942 -1.30316 0.11987
H -2.21848 -1.45213 -1.57354
H -0.67085 -0.82126 -1.00078
H -2.93091 -3.66833 0.11395
H -2.01290 -5.01768 -0.40867
H -2.83604 -4.04725 -1.57402
H 0.69958 -2.80055 -2.21326
H -0.90369 -2.99107 -2.88009
H -0.08274 -4.41559 -2.26949
H -0.23292 -5.83144 -0.53933
H 0.63152 -6.85300 0.57003
H 1.52315 -5.59656 -0.28154
H -1.76694 -5.17277 1.87521
H -0.67192 -4.90178 3.27215
H -0.84878 -6.44336 2.50601
H 2.42942 -4.34670 1.47063
H 2.00408 -5.65547 2.54149
H 1.44503 -4.03940 2.87772
H -2.99198 -1.68963 3.62349
H -4.55620 0.00070 4.44983
H -4.13233 2.41795 4.17793
H -2.05992 3.19990 3.14359
H -1.19116 4.88851 2.46392
H -2.92286 5.23962 2.10548
H -1.59858 6.26950 1.49349
H -2.66344 2.42033 0.62694
H -2.83809 3.04465 -0.97010
H -3.74066 3.78522 0.31129
H -1.17461 6.21617 -0.70444
H -2.83708 5.95178 -0.51218
H -2.04452 5.06322 -1.69300
Br 7.55881 0.05989 -4.71921
C 5.80065 -0.09997 -4.03783
C 4.75970 -0.29345 -4.88446
Br 5.02381 -0.38470 -6.70062
C 3.44307 -0.37570 -4.45369
Br 1.99858 -0.33771 -5.66342
C 3.20366 -0.50781 -3.11288
O 1.97798 -0.72995 -2.55947
C 4.36912 -0.40694 -2.21061
O 4.22166 -0.44218 -0.86925
C 5.63307 -0.08625 -2.65915
Br 7.03111 0.21055 -1.38355



# 2
96
Properties=species:S:1:pos:R:3 method="wB97M-V/def2-TZVPD" total_charge=-1 e_above_lowest_kj_mol=216.5 multiplicity=4 gap_ev="7.35 / 5.47" total_energy_ev=-119669.914
Re -0.10519 -0.27614 0.33622
C -3.58198 -1.67415 1.17880
Si -3.47477 0.16780 0.77224
C -4.18340 0.46834 -0.93877
C -4.75213 0.99233 1.91420
C -1.77160 0.93526 1.05214
Si -1.51787 2.56744 0.15493
C -0.01496 3.54335 0.75369
C -2.96742 3.75998 0.40086
C -1.28607 2.35658 -1.69717
Si -1.41010 0.98661 2.87153
C -2.08788 2.46406 3.82971
C -1.89530 -0.55173 3.83292
C 0.47175 1.12306 2.85737
C 1.25762 1.67562 3.85584
C 2.61523 1.88807 3.67533
C 3.15224 1.56005 2.42996
C 2.35750 0.99851 1.46644
N 1.03480 0.72489 1.66131
H -4.17214 -2.19053 0.41702
H -4.06096 -1.84142 2.14459
H -2.60056 -2.14617 1.19548
H -5.09786 -0.11870 -1.06602
H -3.49362 0.20503 -1.73780
H -4.45083 1.51588 -1.07339
H -5.76016 0.68708 1.61895
H -4.70347 2.07958 1.85159
H -4.62023 0.70936 2.95998
H 0.07133 3.57815 1.84023
H -0.08563 4.57047 0.38638
H 0.91010 3.11195 0.36806
H -3.17915 3.92823 1.45847
H -3.88220 3.40086 -0.06945
H -2.71791 4.72552 -0.04748
H -0.59953 1.53826 -1.92783
H -0.87770 3.27489 -2.12892
H -2.21962 2.11726 -2.20652
H -3.17470 2.49875 3.75657
H -1.69342 3.40880 3.45226
H -1.83091 2.38711 4.88969
H -2.97694 -0.65177 3.92384
H -1.47144 -0.49975 4.83845
H -1.51079 -1.45078 3.34794
H 0.77884 1.95733 4.78667
H 3.23068 2.31053 4.45765
H 4.19624 1.73549 2.20774
H 2.75790 0.72982 0.49951
O 0.67844 -2.72602 -3.01009
S 1.28697 -2.42792 -1.75587
O 0.71989 -3.34150 -0.70764
O 1.31515 -1.00688 -1.38510
C 2.97888 -2.99917 -1.87418
C 3.46823 -3.12843 -3.16467
C 4.74431 -3.62792 -3.38167
C 5.52647 -4.01799 -2.31022
C 5.04238 -3.89231 -1.01559
C 3.77716 -3.37543 -0.78979
S 3.29827 -3.13618 0.91053
O 2.13814 -4.12060 1.12446
O 4.39970 -3.54824 1.72051
O 2.82661 -1.78639 1.00117
H 2.82525 -2.85564 -3.98956
H 5.11910 -3.72201 -4.39249
H 6.51626 -4.42173 -2.47865
H 5.64083 -4.17435 -0.16145
F -0.02940 -4.87781 0.84826
B 0.72048 -3.75109 0.75042
F 0.24313 -2.71199 1.52575
C -5.65186 4.26963 -3.32312
C -5.33579 2.91835 -3.90464
C -4.04721 2.60490 -4.32802
C -3.74784 1.35071 -4.83246
C -4.75246 0.39711 -4.91824
C -6.04246 0.68623 -4.50192
C -6.32691 1.94699 -4.00140
S -4.38262 -1.20279 -5.59004
O -5.59703 -1.97202 -5.54739
O -3.70166 -0.97509 -6.83247
N -3.32455 -1.91231 -4.58470
C -3.82067 -2.38948 -3.28155
C -2.61704 -2.72465 -2.41155
C -1.77380 -1.50454 -2.08020
O -1.51611 -0.67435 -2.95015
O -1.38454 -1.44239 -0.85436
H -4.82952 4.96717 -3.47533
H -5.83104 4.19326 -2.24861
H -6.55009 4.69047 -3.77685
H -3.26483 3.35019 -4.24882
H -2.74194 1.11050 -5.15202
H -6.80297 -0.07790 -4.58094
H -7.33369 2.17893 -3.67348
H -2.48820 -1.33813 -4.42552
H -4.42700 -3.27814 -3.44815
H -4.45162 -1.63629 -2.79384
H -1.96842 -3.41024 -2.96295
H -2.92191 -3.20691 -1.48422



# 3
88
Properties=species:S:1:pos:R:3 method="wB97M-V/def2-TZVPD" total_charge=+2 e_above_lowest_kj_mol=65.9 multiplicity=1 gap_ev=7.18 total_energy_ev=-170406.263
Sc 1.01495 -0.15351 0.96509
O -1.44849 0.91217 6.88033
C -0.97232 0.82970 5.64191
C -0.45003 1.91487 4.93245
C 0.02058 1.69999 3.65900
N -0.00151 0.50450 3.04154
C -0.53004 -0.50419 3.73827
Br -0.65053 -2.15053 2.81667
C -1.01768 -0.42095 5.02147
H -1.39552 1.81150 7.22953
H -0.41090 2.90504 5.36457
H 0.43475 2.52019 3.09088
H -1.43206 -1.27648 5.53138
C -3.51394 -0.17370 1.98367
Sb -2.15156 0.36051 0.43214
C -2.16415 2.45956 0.90836
C -3.58682 0.49767 -1.17247
C -4.18181 -0.80888 -1.58703
C -5.10330 -1.42588 -0.74392
C -5.66368 -2.65071 -1.05748
C -5.30669 -3.27945 -2.24162
C -4.41850 -2.66141 -3.10246
C -3.85112 -1.42252 -2.80560
C -2.94246 -0.79376 -3.81295
Sb -0.83276 -0.97207 -3.36519
C -0.96628 -2.97316 -2.62816
C -0.23269 -1.50505 -5.34605
H -4.38558 0.47925 1.92956
H -3.03749 -0.03461 2.95421
H -3.83264 -1.20906 1.88630
H -2.54423 2.58677 1.92129
H -2.82849 2.99037 0.22676
H -1.17113 2.89981 0.83957
H -3.10798 1.01856 -1.99717
H -4.33899 1.16491 -0.74893
H -5.39990 -0.92486 0.16949
H -6.38127 -3.10350 -0.38882
H -5.73867 -4.23409 -2.50772
H -4.17528 -3.13629 -4.04507
H -3.17316 0.25937 -3.96471
H -3.07686 -1.28903 -4.77435
H -1.51731 -3.58716 -3.33827
H -1.49244 -2.98245 -1.67553
H 0.02846 -3.38775 -2.48546
H -0.91796 -2.24635 -5.75035
H 0.76972 -1.92789 -5.32535
H -0.22559 -0.63184 -5.99418
C 2.12413 2.97992 -3.45058
N 2.06198 2.21608 -2.20229
C 3.34124 1.77815 -1.66069
C 0.90567 2.00367 -1.58944
C -0.32459 2.58933 -2.21247
O 0.81537 1.38220 -0.49269
H 3.15187 2.96536 -3.80236
H 1.82658 4.01581 -3.29211
H 1.49157 2.52834 -4.21238
H 3.91303 2.64187 -1.31696
H 3.90238 1.27999 -2.44998
H 3.17736 1.08356 -0.84224
H -0.23278 3.67011 -2.32215
H -1.18535 2.36503 -1.59137
H -0.48029 2.16503 -3.20371
Cl 6.32730 1.45895 3.09998
C 4.82436 2.04185 2.49531
C 4.58442 3.39488 2.33604
C 3.34770 3.77572 1.83747
C 2.41710 2.80181 1.52055
N 2.64482 1.49109 1.68754
C 3.83448 1.12548 2.16333
H 5.33942 4.12362 2.59448
H 3.10677 4.81853 1.69381
H 1.45341 3.07363 1.11189
H 4.00478 0.06614 2.27234
N 4.00395 -2.67713 3.08000
C 2.90582 -2.55669 2.34635
O 2.33468 -1.45656 2.21712
C 2.31920 -3.80104 1.73524
I 3.73268 -5.03852 0.73898
H 4.36886 -1.88446 3.58450
H 4.49356 -3.55727 3.13452
H 1.55143 -3.52322 1.02104
H 1.88113 -4.40342 2.52951
C 2.73473 -1.89998 -1.74736
C 2.02267 -1.23960 -0.62649
O 0.88442 -1.66726 -0.30308
H 2.46523 -1.31441 -2.63628
H 2.41523 -2.93000 -1.91428
H 3.81499 -1.83417 -1.63665



# 4
81
Properties=species:S:1:pos:R:3 method="wB97M-V/def2-TZVPD" total_charge=+2 multiplicity=3 gap_ev="6.84 / 4.73" total_energy_ev=-128373.151
C -0.15997 6.45431 -3.27558
C -0.36893 5.10207 -3.71185
C -0.67029 4.91595 -5.07278
C -0.76728 6.02100 -5.94249
N -0.55370 7.26132 -5.49737
C -0.27549 7.50876 -4.20937
C -0.25141 3.88985 -2.91956
C -0.12272 2.98780 -2.07211
C 0.22561 2.47265 -0.78170
C 1.29157 2.91609 0.02281
C 1.55053 2.25605 1.23263
C 0.67999 1.21807 1.72902
C -0.33026 0.72224 0.91197
C -0.69953 1.47226 -0.25308
Pd -0.44261 0.13665 -1.77417
P 2.35496 -1.11584 1.10668
H -0.77319 3.90173 -5.45624
H 0.14044 6.68589 -2.25069
H -1.01131 5.85131 -7.00662
H -0.12543 8.56285 -3.90101
H -1.78605 1.61166 -0.35468
H 1.92476 3.75933 -0.32398
H -0.77007 -0.28552 1.07497
H 2.41894 2.55696 1.80111
C 2.31771 -2.71349 2.04985
C 3.33078 -3.73101 1.55127
H 1.28079 -3.08767 1.94310
H 2.45712 -2.50893 3.12592
H 3.39780 -4.56424 2.26186
H 3.03741 -4.14027 0.57755
H 4.32546 -3.28131 1.47185
C 2.60568 -1.38811 -0.69395
C 3.60643 -0.43493 -1.34999
H 1.58554 -1.16088 -1.10574
H 2.83590 -2.44539 -0.93515
H 3.55498 -0.59527 -2.43984
H 3.33091 0.61800 -1.15152
H 4.64031 -0.64636 -1.02234
C 3.71826 -0.09491 1.81417
C 5.04017 -0.85500 1.93429
H 3.40830 0.24041 2.82571
H 3.82478 0.83613 1.22862
H 5.83315 -0.15326 2.23799
H 4.97627 -1.64259 2.70099
H 5.34344 -1.30949 0.97805
Br 0.86127 0.09897 3.24568
P -1.21143 -1.90785 -1.14876
C 0.02619 -3.35196 -1.20242
C -0.28399 -4.80522 -1.53419
H 0.43565 -3.40897 -0.17343
H 0.85828 -3.01950 -1.83925
H 0.67210 -5.22571 -1.87428
H -0.58103 -5.38434 -0.65090
H -1.00208 -4.95218 -2.34108
C -2.07221 -2.49116 0.39024
C -3.37493 -3.28959 0.37277
H -2.23835 -1.66904 1.09683
H -1.32219 -3.15612 0.85382
H -3.61586 -3.48395 1.42774
H -4.21941 -2.74174 -0.05320
H -3.31165 -4.27336 -0.10126
C -2.53549 -1.18241 -2.29911
C -2.62913 -2.06710 -3.55760
H -2.40437 -0.06720 -2.47671
H -3.45426 -1.27769 -1.71831
H -3.11901 -1.54220 -4.40481
H -1.63650 -2.42729 -3.88852
H -3.27946 -2.91032 -3.26949
N -2.33564 -1.41152 3.92009
C -2.73176 -0.09605 3.92286
C -3.49965 0.44747 5.00397
C -3.59444 1.83608 5.07678
C -2.92900 2.58759 4.09184
C -2.32584 1.94048 3.00472
N -2.30119 0.61872 2.86463
H -1.39945 -1.55084 3.50341
H -2.54839 -1.88364 4.80140
H -3.92851 -0.25226 5.72870
H -4.19274 2.31697 5.85852
H -2.86276 3.67222 4.09428
H -1.84247 2.50584 2.19647



In order of appearance, molar mass = 995.976, 1008.160, 1055.443, 694.975 g/mol.